Density functional theory data (the ωB97M-V functional and the def2-TZVPD basis) for 2 unconnected molecules or ions with the total composition C5H12N2O.

## Properties
relative energy (zero: lowest compared OMol25 entry of this formula, charge and spin)	556.7	kJ/mol
SMILES	C=[N+](C)[O-].C/C=N/C
HOMO-LUMO gap	9.03	eV
DFT total energy	-382.290505	Eh
E_LUMO	0.44	eV

```
! wB97M-V def2-TZVPD RIJCOSX def2/J DEFGRID3
* xyz 0 1
C 1.198 0.336 1.060
C 1.337 1.291 -1.052
C -0.683 -0.869 0.477
C 0.168 -1.839 -0.253
C -2.542 0.569 0.268
N 1.878 0.378 -0.036
N -1.506 -0.262 -0.287
O 2.868 -0.265 -0.366
H 0.485 1.149 1.162
H 1.425 -0.229 2.014
H 1.410 2.407 -0.700
H 1.914 1.108 -1.999
H -0.700 -0.953 1.559
H 0.544 -2.617 0.357
H 0.938 -1.382 -0.757
H -0.488 -2.248 -1.051
H -2.545 0.530 1.346
H -2.571 1.675 -0.207
H -3.436 0.172 -0.200
H 0.307 1.051 -1.336
*
```

***

Density functional theory data (the ωB97M-V functional and the def2-TZVPD basis) for a molecular structure, C5H12N2O.

## Properties
relative energy (zero: lowest compared OMol25 entry of this formula, charge and spin)	489.1	kJ/mol
HOMO-LUMO gap (alpha / beta)	8.80 / 8.80	eV
DFT total energy	-382.316248	Eh
E_LUMO (alpha / beta)	0.84 / 0.84	eV

```
! wB97M-V def2-TZVPD RIJCOSX def2/J DEFGRID3
* xyz 0 1
C -1.370 0.717 0.378
C 2.302 -0.676 -0.420
C -2.519 0.106 -0.372
C 0.012 -0.471 0.564
C 1.289 0.149 0.344
N -0.199 -1.807 0.222
N 1.468 1.391 0.687
O -0.892 0.022 1.497
H 0.581 -2.434 0.342
H -1.028 -2.210 0.634
H 0.439 2.333 -0.591
H 2.435 1.679 0.549
H -1.466 1.758 0.666
H -0.285 2.250 -0.969
H 3.179 -0.074 -0.652
H 2.639 -1.534 0.167
H 1.872 -1.056 -1.348
H -3.253 -0.347 0.306
H -2.173 -0.670 -1.054
H -3.031 0.874 -0.951
*
```

***

Density functional theory data (the ωB97M-V functional and the def2-TZVPD basis) for 3 unconnected molecules or ions with the total composition C5H12N2O.

## Properties
relative energy (zero: lowest compared OMol25 entry of this formula, charge and spin)	671.3	kJ/mol
HOMO-LUMO gap (alpha / beta)	5.70 / 8.18	eV
DFT total energy	-382.246843	Eh
E_LUMO (alpha / beta)	-0.08 / 0.49	eV

```
! wB97M-V def2-TZVPD RIJCOSX def2/J DEFGRID3
* xyz 0 1
C 0.966 -0.728 0.017
C -1.363 -0.062 -0.426
C 0.648 -1.308 1.369
C -0.896 1.145 -0.143
N 2.010 0.179 0.011
N 0.999 -1.544 -1.118
C -0.395 2.303 0.142
O -3.236 1.149 -0.481
H -3.345 1.415 -1.405
H 2.091 0.763 0.829
H 2.135 0.693 -0.850
H 0.319 -2.289 -1.127
H 1.928 -1.865 -1.377
H -1.384 -0.419 -1.445
H -1.832 -0.661 0.340
H -0.160 -2.034 1.302
H 1.535 -1.820 1.768
H 0.347 -0.530 2.073
H 0.662 2.431 0.363
H -1.029 3.181 0.159
*
```